# 1
Below is C17H21N3O4 as an isolated structure, with properties calculated with ωB97M-V/def2-TZVPD.

- HOMO energy: -0.293 Ha
- HOMO-LUMO gap: 0.318 Ha
- Relative energy (zero: lowest compared OMol25 entry of this formula, charge and spin): 341.92 kcal/mol
- DFT total energy: -30617.9139 eV

Structure (ORCA input):
```
! wB97M-V def2-TZVPD RIJCOSX def2/J DEFGRID3
* xyz 0 1
O -2.762 2.328 -0.453
O 0.023 3.315 1.473
O 1.610 -1.838 0.624
O 2.341 -0.476 1.961
N -0.129 2.205 -0.421
N 3.002 0.737 -1.197
N 3.273 1.615 0.072
C -0.705 2.945 0.635
C 2.301 2.302 0.320
C 1.330 1.926 -0.619
C -2.294 -1.110 1.215
C 3.969 -1.392 -1.073
C -1.487 -1.608 2.171
C -3.581 -1.260 -0.727
C -2.787 0.876 -0.162
C 4.010 0.012 -1.917
C -4.541 -2.119 -1.509
C 1.715 0.927 -1.308
C -2.164 3.122 0.261
C -2.131 0.168 0.775
C 3.942 -1.348 0.436
C -3.473 0.200 -0.985
C 2.486 -1.271 0.881
C -3.119 -1.933 0.505
H -2.474 4.263 0.078
H -4.125 -2.905 -2.040
H 4.627 -0.657 0.649
H 3.862 -0.410 -2.756
H 5.080 0.300 -1.496
H 3.103 0.156 2.110
H 4.817 -2.179 -1.318
H 2.252 2.942 1.242
H -0.740 1.917 -1.176
H -1.513 0.763 1.463
H 4.312 -2.204 0.948
H -1.828 -2.621 2.584
H -2.502 3.011 1.558
H 1.285 0.341 -1.948
H -5.480 -2.654 -0.993
H -0.530 -1.732 1.798
H 2.935 -2.093 -1.241
H -5.082 -1.602 -2.409
H -4.296 0.648 -1.538
H -1.417 -0.759 3.134
H -3.116 -2.849 0.395
*
```

Atom charges from the Löwdin analysis, given in e for atoms 1 to 8: -0.01, 0.09, 0.23, 0.08, 0.14, -0.04, 0.13, -0.51

# 2
Below is one molecule with the formula C17H21N3O4S2, with properties calculated with ωB97M-V/def2-TZVPD.

- HOMO energy: -0.318 Ha
- HOMO-LUMO gap: 0.323 Ha
- Structure (SMILES): CN1CCN(S(=O)(=O)c2ccc(NS(=O)(=O)c3ccccc3)cc2)CC1
- Relative energy (zero: lowest compared OMol25 entry of this formula, charge and spin): 83.46 kcal/mol
- DFT total energy: -52299.7485 eV

Structure (ORCA input):
```
! wB97M-V def2-TZVPD RIJCOSX def2/J DEFGRID3
* xyz 0 1
S -2.566 2.317 0.266
S 4.281 1.202 0.276
O 5.490 1.093 -0.479
O 4.327 1.700 1.613
O -3.254 2.914 -0.839
O -2.857 2.757 1.596
N -2.885 0.680 0.212
N 3.290 2.194 -0.667
N -2.922 -2.169 0.027
C 2.697 -2.269 -0.994
C 1.924 2.283 -0.458
C 3.384 -0.346 0.237
C -0.802 2.410 -0.014
C 1.425 2.263 0.846
C -0.320 2.463 -1.309
C -3.008 -1.480 1.299
C 1.042 2.399 -1.534
C 1.922 -1.927 1.259
C 3.419 -1.089 -0.926
C -2.758 0.055 -1.083
C 0.062 2.318 1.062
C -1.622 -2.741 -0.251
C -3.437 -1.322 -1.031
C -2.324 -0.104 1.287
C 1.948 -2.684 0.097
C 2.647 -0.748 1.332
H -2.569 -2.108 2.075
H 2.720 -2.867 -1.893
H -3.253 0.706 -1.803
H -1.022 2.565 -2.122
H 3.599 2.244 -1.625
H -0.808 -2.009 -0.350
H 1.343 -2.258 2.108
H -1.686 -3.310 -1.178
H -2.521 0.435 2.213
H 2.121 2.222 1.667
H -1.371 -3.428 0.557
H 4.026 -0.747 -1.750
H -4.503 -1.175 -0.841
H -4.069 -1.336 1.519
H 1.431 2.443 -2.541
H -1.697 -0.053 -1.367
H 1.389 -3.606 0.043
H 2.666 -0.149 2.228
H -3.316 -1.834 -1.988
H -0.349 2.315 2.059
H -1.233 -0.221 1.165
*
```

Atom charges from the Löwdin analysis, given in e for atoms 1 to 8: 0.66, 0.67, -0.28, -0.27, -0.28, -0.28, -0.23, -0.05

# 3
Below is one molecule with the formula C17H21N3O5S, with properties calculated with ωB97M-V/def2-TZVPD.

- HOMO energy: -0.313 Ha
- HOMO-LUMO gap: 0.332 Ha
- Structure (SMILES): COc1ccc(S(=O)(=O)N[C@@H](C)C(=O)NCc2ccccn2)cc1OC
- Relative energy (zero: lowest compared OMol25 entry of this formula, charge and spin): 61.20 kcal/mol
- DFT total energy: -43512.4341 eV

Structure (ORCA input):
```
! wB97M-V def2-TZVPD RIJCOSX def2/J DEFGRID3
* xyz 0 1
S -3.450 1.340 0.431
O -4.150 1.318 1.679
O 0.185 1.103 0.793
O -0.410 -3.633 -0.469
O -0.237 -2.434 1.817
O -4.155 1.703 -0.763
N 0.274 0.891 -1.451
N -2.207 2.444 0.609
N 3.004 1.549 -0.898
C 2.953 -0.387 0.492
C -0.612 3.877 -0.570
C -0.195 1.433 -0.315
C 4.529 1.351 0.922
C -1.189 -2.529 -0.329
C -2.643 -0.231 0.148
C 2.488 0.371 -0.576
C 3.993 0.116 1.253
C 1.339 -0.098 -1.435
C 0.051 -1.698 2.988
C -0.490 -4.366 -1.668
C -1.102 -1.887 0.933
C -1.279 2.501 -0.497
C -2.720 -0.831 -1.085
C 3.994 2.024 -0.164
C -2.006 -2.001 -1.316
C -1.865 -0.756 1.166
H -0.812 -1.657 3.658
H 0.050 3.930 -1.430
H 0.374 -0.683 2.738
H -1.872 2.313 -1.397
H 0.952 -1.044 -1.043
H -0.030 4.048 0.332
H 1.680 -0.241 -2.462
H 0.175 -5.217 -1.534
H -0.153 -3.776 -2.527
H -2.080 -2.479 -2.279
H 0.861 -2.236 3.478
H 5.336 1.782 1.494
H -1.507 -4.727 -1.851
H -3.337 -0.388 -1.848
H -1.374 4.646 -0.649
H 4.373 2.992 -0.469
H 4.376 -0.442 2.095
H -1.856 -0.250 2.115
H -0.021 1.267 -2.336
H -1.731 2.327 1.494
H 2.498 -1.338 0.724
*
```

Atom charges from the Löwdin analysis, given in e for atoms 1 to 8: 0.65, -0.28, 0.07, -0.06, -0.06, -0.29, 0.11, -0.08

# 4
Below is a 2-piece molecular cluster, C17H21O2 overall, with properties calculated with ωB97M-V/def2-TZVPD.

- HOMO energy: -0.446 Ha
- HOMO-LUMO gap: 0.267 Ha
- Relative energy (zero: lowest compared OMol25 entry of this formula, charge and spin): 3.20 kcal/mol
- DFT total energy: -22056.9047 eV

Structure (ORCA input):
```
! wB97M-V def2-TZVPD RIJCOSX def2/J DEFGRID3
* xyz 1 1
O 5.055 -0.936 -1.334
O -0.536 1.314 1.305
C -2.784 0.326 -0.799
C -1.523 -0.327 -0.884
C -0.353 0.458 -0.649
C 2.764 -1.694 -0.868
C 0.993 0.011 -0.783
C -2.033 1.277 3.248
C 1.993 0.988 -1.094
C 3.728 -0.698 -1.175
C 1.447 -1.328 -0.621
C -3.978 -0.362 -0.931
C -1.227 3.413 2.292
C -3.969 -1.751 -1.169
C 3.315 0.659 -1.277
C 5.546 -2.289 -1.239
C -1.542 -1.694 -1.283
C -1.628 1.994 1.985
C -2.738 -2.408 -1.347
H -2.123 3.966 2.594
H -2.486 2.036 1.306
H -4.912 -2.305 -1.223
H 1.675 2.025 -1.221
H -0.524 3.436 3.135
H -2.722 -3.482 -1.574
H 5.183 -2.900 -2.076
H -1.253 1.434 4.007
H 5.275 -2.759 -0.284
H -4.931 0.179 -0.867
H 4.069 1.413 -1.515
H -0.628 -2.187 -1.605
H -2.974 1.704 3.622
H -0.409 0.449 1.733
H 3.067 -2.748 -0.821
H -0.777 3.938 1.447
H -0.482 1.517 -0.824
H 6.626 -2.169 -1.304
H -2.168 0.202 3.088
H -2.793 1.412 -0.674
H 0.757 -2.117 -0.323
*
```

Atom charges from the Löwdin analysis, given in e for atoms 1 to 8: -0.05, -0.06, -0.02, -0.18, 0.04, 0.02, -0.19, -0.04

# 5
Below is C17H22BF4N9O2RuSeSi as an isolated structure, with properties calculated with ωB97M-V/def2-TZVPD.

- HOMO energy (spin up / spin down): -0.434 / -0.432 Ha
- HOMO-LUMO gap (spin up / spin down): 0.289 / 0.277 Ha
- ⟨S²⟩: 0.7547
- Relative energy (zero: lowest compared OMol25 entry of this formula, charge and spin): 24.37 kcal/mol
- DFT total energy: -122843.0124 eV

Structure (ORCA input):
```
! wB97M-V def2-TZVPD RIJCOSX def2/J DEFGRID3
* xyz 1 2
Ru 0.418 -0.344 -0.009
Se -0.756 5.212 5.177
Si -1.883 -0.963 -2.472
F 0.445 -1.546 1.630
F 0.204 -3.806 1.102
F -1.606 -2.629 1.896
F 0.151 -3.124 3.293
O 2.057 0.737 -3.265
O 0.695 0.938 -1.565
N -1.808 4.049 4.350
N 0.713 4.628 4.374
N 1.959 -0.755 -1.564
N 3.345 -1.649 -3.254
N 1.612 0.332 -2.223
N 1.576 1.145 1.147
N 3.080 -2.681 -1.194
N 2.511 -2.644 0.073
N -1.048 0.593 1.066
C 2.657 3.148 2.728
C -0.649 1.584 1.897
C 0.777 1.895 1.929
C -3.281 0.860 1.857
C 3.465 2.378 1.919
C -0.776 -1.614 -1.069
C -2.325 0.230 1.066
C -0.898 -1.050 -4.066
C 1.283 2.907 2.742
C 2.812 -1.682 -2.042
C 2.881 1.382 1.144
C -3.364 -2.102 -2.574
C -2.897 1.893 2.678
C 0.352 3.656 3.576
C -1.553 2.265 2.707
C -1.048 3.335 3.562
C -2.512 0.793 -2.280
B -0.274 -2.903 2.031
H 1.853 -3.403 0.235
H -2.590 -0.596 0.426
H 3.062 3.930 3.355
H -3.070 -3.151 -2.520
H -3.907 -1.950 -3.509
H 3.480 0.749 0.501
H -1.512 -0.736 -4.911
H 4.533 2.532 1.882
H 3.134 -0.868 -3.858
H -3.170 1.009 -3.126
H 3.571 -3.499 -1.530
H 3.223 -2.629 0.793
H -3.605 2.413 3.309
H 3.999 -2.351 -3.558
H -0.562 -2.071 -4.262
H -4.060 -1.913 -1.754
H -1.714 1.536 -2.291
H -4.305 0.521 1.817
H -0.144 -2.369 -1.558
H -0.019 -0.400 -4.060
H -3.108 0.940 -1.379
H -1.407 -2.165 -0.365
*
```

Atom charges from the Löwdin analysis, given in e for atoms 1 to 8: 1.36, 1.18, 0.43, -0.14, 0.14, 0.17, 0.20, 0.12